ORCA calculation (ωB97M-V/def2-TZVPD) on a cluster of 2 separate species, CH3F2OPS in total.

```
! RIJCOSX wB97M-V def2-TZVPD def2/J DEFGRID3
* xyz 0 1
C 0.53380 -0.81454 1.55039
O -0.16173 -0.64138 0.54954
F 2.06880 -1.13149 -0.74202
F -2.65981 1.77055 -0.79341
P 0.48745 -0.96872 -1.29045
S 0.23410 0.91031 -1.78252
H 1.23201 -1.59535 1.53218
H 0.61716 0.05597 2.39069
H -2.35177 2.41465 -1.41438
*
```

- HOMO-LUMO gap (eV) = 7.49
- maximum force (eV/A) = 3.6
- DFT total energy (eV) = -28691.3098
- energy above the lowest of the compared OMol25 structures with the same formula, charge and spin (kJ/mol) = 319.0